Density functional theory data (wB97M-V/def2-TZVPD) for 8 unconnected molecules or ions with the total composition C28H77ClN7O11.

The value obtained for the largest force on an atom is 1.5 eV/A. The total energy comes out at -75751.716 eV. The molecular weight comes out at 723.4 Da.

Geometry as ORCA input:
```
! wB97M-V def2-TZVPD RIJCOSX def2/J DEFGRID3
* xyz -1 1
Cl 2.22 -15.82 -27.44
O 2.12 -17.25 -27.68
O 2.48 -15.59 -26.04
O 3.31 -15.31 -28.23
O 0.99 -15.15 -27.80
C -0.54 -17.51 -22.87
C -0.06 -18.42 -23.98
C -1.01 -18.34 -25.16
O -0.54 -19.22 -26.16
C -1.24 -19.09 -27.37
N 1.32 -18.11 -24.40
H -1.46 -17.91 -22.44
H -0.68 -16.49 -23.25
H 0.14 -17.43 -22.02
H -0.03 -19.45 -23.60
H -1.04 -17.30 -25.51
H -2.02 -18.66 -24.87
H -1.07 -18.11 -27.81
H -2.32 -19.23 -27.23
H -0.90 -19.84 -28.08
H 1.33 -18.41 -25.38
H 1.35 -17.09 -24.55
C 0.29 -9.33 -24.08
C -0.43 -9.23 -25.42
C -1.06 -10.57 -25.80
O -0.07 -11.54 -25.97
C -0.59 -12.85 -25.98
N -1.46 -8.18 -25.31
H -0.42 -9.53 -23.28
H 0.83 -8.41 -23.88
H 0.99 -10.16 -24.07
H 0.27 -8.93 -26.21
H -1.65 -10.45 -26.73
H -1.80 -10.86 -25.04
H -1.37 -12.93 -26.76
H -1.11 -13.09 -25.05
H 0.19 -13.55 -26.28
H -2.06 -8.20 -26.13
H -2.08 -8.44 -24.55
C 2.73 -10.89 -25.20
C 3.31 -10.80 -26.62
C 4.17 -9.56 -26.80
O 4.39 -9.20 -28.15
C 3.29 -8.61 -28.75
N 4.13 -11.98 -26.87
H 1.72 -11.32 -25.24
H 2.55 -9.88 -24.82
H 3.41 -11.43 -24.54
H 2.46 -10.75 -27.31
H 5.16 -9.80 -26.38
H 3.78 -8.72 -26.21
H 2.92 -7.71 -28.22
H 2.42 -9.27 -28.88
H 3.57 -8.25 -29.75
H 4.56 -11.98 -27.78
H 3.60 -12.82 -26.69
C 1.96 -21.36 -28.94
C 3.33 -21.02 -28.34
C 4.17 -20.19 -29.30
O 5.53 -20.22 -28.91
C 6.45 -20.53 -29.92
N 3.20 -20.27 -27.07
H 2.06 -22.10 -29.74
H 1.44 -20.46 -29.28
H 1.36 -21.83 -28.16
H 3.87 -21.94 -28.13
H 3.82 -19.15 -29.30
H 4.06 -20.57 -30.33
H 6.10 -21.37 -30.54
H 7.37 -20.84 -29.42
H 6.66 -19.67 -30.57
H 2.67 -19.43 -27.29
H 2.64 -20.80 -26.42
C -3.54 -15.00 -26.66
C -2.87 -15.84 -27.72
C -3.88 -16.64 -28.52
O -3.16 -17.45 -29.44
C -3.82 -17.73 -30.65
N -2.15 -14.96 -28.63
H -2.76 -14.62 -26.01
H -4.12 -15.60 -25.94
H -4.20 -14.26 -27.10
H -2.18 -16.57 -27.29
H -4.54 -15.96 -29.06
H -4.44 -17.29 -27.84
H -4.82 -18.16 -30.49
H -3.20 -18.45 -31.17
H -3.88 -16.83 -31.27
H -1.20 -14.79 -28.32
H -2.01 -15.42 -29.53
C 6.88 -16.08 -27.34
C 6.62 -17.59 -27.41
C 7.68 -18.27 -26.57
O 7.63 -19.68 -26.66
C 8.86 -20.31 -26.49
N 5.28 -17.95 -26.95
H 7.01 -15.74 -26.31
H 6.03 -15.54 -27.76
H 7.81 -15.81 -27.85
H 6.73 -17.93 -28.45
H 7.58 -18.00 -25.50
H 8.67 -17.92 -26.89
H 8.87 -21.25 -27.05
H 9.04 -20.59 -25.44
H 9.72 -19.71 -26.81
H 5.16 -17.44 -26.07
H 4.55 -17.61 -27.56
C -3.06 -14.94 -33.51
C -2.89 -13.91 -32.40
C -1.45 -13.79 -31.98
O -0.98 -15.02 -31.51
C 0.35 -14.89 -31.04
N -3.29 -12.60 -32.93
H -2.68 -15.92 -33.19
H -2.56 -14.63 -34.43
H -4.12 -15.05 -33.75
H -3.54 -14.20 -31.57
H -1.34 -12.98 -31.23
H -0.85 -13.46 -32.84
H 0.56 -15.73 -30.38
H 0.54 -13.99 -30.46
H 1.10 -15.04 -31.84
H -2.98 -11.83 -32.35
H -4.29 -12.56 -33.06
*
```

---

Density functional theory data (wB97M-V/def2-TZVPD) for 7 unconnected molecules or ions with the total composition C28H77N7O7.

The SMILES is COC[C@H](C)N.COC[C@H](C)N.COC[C@H](C)N.COC[C@H](C)N.COC[C@H](C)N.COC[C@H](C)N.COC[C@H](C)N. The value obtained for the largest force on an atom is 1.6 eV/A. The total energy comes out at -55044.156 eV. The molecular weight comes out at 624.0 Da.

Geometry as ORCA input:
```
! wB97M-V def2-TZVPD RIJCOSX def2/J DEFGRID3
* xyz 0 1
C 3.09 2.84 1.12
O 2.15 2.40 0.18
C 2.05 1.01 0.07
C 1.55 0.62 -1.31
C 0.05 0.77 -1.45
N 1.93 -0.74 -1.72
H 3.34 3.88 0.94
H 4.03 2.28 1.12
H 2.71 2.71 2.15
H 3.01 0.49 0.24
H 1.41 0.55 0.85
H 2.08 1.32 -1.97
H -0.31 1.63 -0.88
H -0.39 -0.16 -1.06
H -0.18 0.97 -2.49
H 1.55 -1.38 -1.02
H 2.93 -0.83 -1.60
C -2.00 -2.01 -3.98
O -3.40 -2.03 -3.68
C -3.69 -1.54 -2.37
C -3.87 -0.02 -2.41
C -4.21 0.63 -1.05
N -5.01 0.33 -3.27
H -1.88 -1.95 -5.06
H -1.57 -2.97 -3.66
H -1.50 -1.17 -3.49
H -4.68 -2.00 -2.21
H -2.95 -1.89 -1.64
H -2.91 0.35 -2.81
H -5.21 0.24 -0.86
H -4.17 1.71 -1.14
H -3.52 0.37 -0.24
H -4.81 -0.12 -4.16
H -5.85 -0.10 -2.90
C 1.79 2.95 5.56
O 2.43 3.30 6.78
C 1.52 3.70 7.79
C 0.47 2.67 8.11
C -0.39 3.13 9.29
N 1.17 1.44 8.51
H 1.03 3.68 5.27
H 1.38 1.94 5.56
H 2.58 2.97 4.80
H 2.09 3.94 8.68
H 1.04 4.62 7.43
H -0.21 2.51 7.26
H 0.07 2.87 10.24
H -1.41 2.76 9.22
H -0.50 4.23 9.30
H 1.83 1.19 7.78
H 0.53 0.67 8.66
C 5.29 -6.69 -2.49
O 4.29 -6.02 -3.23
C 3.00 -6.43 -2.87
C 1.98 -5.60 -3.63
C 2.01 -4.15 -3.20
N 0.62 -6.11 -3.43
H 5.40 -7.73 -2.81
H 5.06 -6.69 -1.42
H 6.24 -6.18 -2.63
H 2.83 -7.48 -3.15
H 2.82 -6.32 -1.79
H 2.19 -5.67 -4.70
H 1.49 -3.47 -3.86
H 3.03 -3.75 -3.08
H 1.70 -4.05 -2.15
H 0.43 -6.92 -4.00
H 0.46 -6.35 -2.46
C 1.65 1.69 -5.38
O 0.29 1.70 -5.74
C -0.30 2.97 -5.61
C -1.60 3.02 -6.40
C -2.53 1.94 -5.88
N -1.25 2.84 -7.82
H 2.22 2.44 -5.93
H 2.07 0.72 -5.67
H 1.78 1.80 -4.30
H -0.53 3.24 -4.56
H 0.40 3.74 -5.96
H -2.03 4.02 -6.26
H -1.99 0.99 -5.79
H -3.42 1.79 -6.49
H -2.79 2.14 -4.83
H -0.82 1.93 -7.91
H -2.07 2.82 -8.41
C 2.69 -3.19 0.78
O 1.37 -2.69 0.58
C 0.41 -3.56 1.12
C -0.95 -2.93 1.07
C -0.98 -1.59 1.79
N -1.94 -3.86 1.59
H 3.04 -2.97 1.78
H 3.31 -2.71 0.01
H 2.76 -4.26 0.55
H 0.39 -4.54 0.62
H 0.61 -3.75 2.19
H -1.18 -2.67 0.02
H -0.47 -0.83 1.21
H -0.62 -1.67 2.82
H -1.99 -1.16 1.86
H -2.21 -4.51 0.87
H -2.77 -3.36 1.89
C 0.25 4.92 2.15
O -0.23 3.93 3.02
C -1.62 3.82 3.10
C -1.98 2.70 4.02
C -1.46 1.35 3.54
N -3.42 2.59 4.25
H -0.22 5.90 2.29
H 0.05 4.64 1.11
H 1.31 5.06 2.37
H -2.04 4.77 3.49
H -2.08 3.70 2.10
H -1.53 2.94 5.00
H -0.37 1.33 3.49
H -1.77 1.23 2.50
H -1.78 0.54 4.19
H -3.90 2.51 3.36
H -3.77 3.46 4.66
*
```

---

Density functional theory data (wB97M-V/def2-TZVPD) for 8 unconnected molecules or ions with the total composition C28H77N8O10.

The value obtained for the largest force on an atom is 12.1 eV/A. The total energy comes out at -62659.864 eV. The molecular weight comes out at 686.0 Da.

Geometry as ORCA input:
```
! wB97M-V def2-TZVPD RIJCOSX def2/J DEFGRID3
* xyz -1 1
N 0.88 1.12 0.78
O 1.71 1.70 0.10
O -0.27 1.45 0.57
O 1.08 -0.09 1.14
C 4.38 -0.83 1.27
C 5.34 -0.23 0.28
C 6.12 -1.32 -0.39
O 7.02 -1.87 0.56
C 7.72 -3.02 0.03
N 4.51 0.33 -0.79
H 4.76 -1.41 2.16
H 3.95 -1.65 0.73
H 3.92 0.09 1.65
H 6.24 0.44 0.73
H 6.60 -0.92 -1.23
H 5.62 -2.11 -0.86
H 7.10 -3.92 0.12
H 8.52 -3.23 0.43
H 7.87 -2.90 -1.02
H 5.11 1.15 -1.16
H 3.59 0.77 -0.28
C 0.64 -5.21 -0.63
C 1.40 -4.32 0.36
C 2.86 -4.83 0.50
O 2.82 -6.24 0.96
C 4.10 -6.63 1.52
N 1.35 -2.89 0.08
H 0.74 -6.35 -0.36
H 1.13 -5.25 -1.63
H -0.40 -4.78 -0.63
H 0.93 -4.47 1.35
H 3.35 -4.27 1.37
H 3.32 -4.79 -0.32
H 3.96 -7.72 1.42
H 3.97 -6.55 2.57
H 5.31 -6.35 1.34
H 1.53 -2.51 0.95
H 0.40 -2.70 -0.06
C -0.03 1.92 -4.85
C 0.36 2.22 -3.40
C -0.65 3.06 -2.65
O -1.05 4.19 -3.45
C -1.71 5.15 -2.74
N 0.59 0.98 -2.55
H 0.00 2.75 -5.36
H -1.16 1.86 -5.00
H 0.62 1.20 -5.25
H 1.21 2.70 -3.21
H -0.36 3.36 -1.64
H -1.43 2.64 -2.55
H -2.52 4.68 -2.36
H -2.07 5.68 -3.51
H -1.06 5.57 -1.85
H -0.19 0.37 -2.67
H 0.61 1.32 -1.49
C -1.36 -1.62 -2.21
C -2.06 -1.14 -1.02
C -3.47 -1.66 -0.82
O -4.26 -1.41 -2.02
C -5.49 -1.90 -1.96
N -1.25 -1.44 0.17
H -0.38 -1.24 -2.14
H -1.79 -1.40 -3.22
H -1.12 -2.57 -2.40
H -2.17 -0.06 -1.13
H -3.85 -1.35 0.13
H -3.35 -2.67 -0.57
H -5.70 -2.91 -1.82
H -5.98 -1.76 -3.09
H -6.28 -1.25 -1.31
H -0.55 -0.90 0.31
H -1.87 -1.39 1.04
C 3.19 4.40 1.26
C 1.98 5.12 0.43
C 2.24 5.23 -1.11
O 3.43 5.81 -1.34
C 3.43 6.36 -2.67
N 0.71 4.45 0.75
H 3.04 4.05 2.24
H 4.04 5.18 0.92
H 3.64 3.45 0.78
H 1.97 6.12 0.67
H 1.72 5.90 -1.52
H 2.28 4.17 -1.55
H 4.41 6.81 -2.84
H 2.62 7.21 -2.99
H 3.40 5.59 -3.51
H 0.89 3.44 0.57
H 0.04 4.77 -0.05
C -5.09 3.68 -0.11
C -4.05 3.10 0.82
C -4.36 1.62 1.02
O -5.54 1.48 1.84
C -5.74 0.18 2.25
N -2.72 3.25 0.17
H -5.20 3.01 -0.90
H -4.91 4.79 -0.31
H -6.20 3.81 0.51
H -4.11 3.52 1.84
H -3.43 1.31 1.54
H -4.21 0.97 0.05
H -4.97 -0.08 2.83
H -5.85 -0.38 1.29
H -6.66 0.09 2.90
H -2.40 2.68 -0.84
H -2.19 2.70 0.80
C -4.44 -3.49 3.35
C -2.87 -3.58 2.99
C -2.15 -2.44 3.58
O -2.22 -1.40 2.79
C -1.69 -0.13 3.33
N -2.35 -4.86 3.61
H -4.91 -4.20 2.83
H -4.71 -2.45 2.96
H -4.50 -3.33 4.38
H -2.79 -3.72 1.88
H -1.03 -2.77 3.82
H -2.39 -2.43 4.68
H -0.60 -0.14 3.70
H -2.16 0.26 4.28
H -1.90 0.61 2.64
H -2.75 -5.55 3.17
H -1.41 -4.82 3.30
*
```

---

In kJ/mol, the ΔE to the lowest compared entry with this formula, charge and spin values for the records above are, in order, 0.00 94.52 1676.11.